Entry 1:
{
  "formula": "C25H22AsClN3O8SW",
  "method": "ωB97M-V with the def2-TZVPD basis set",
  "total_charge": 1,
  "largest_force_ev_per_a": 1.61,
  "orbital_gap_ha": [0.2391, 0.2663],
  "multiplicity": 3,
  "elements": ["W", "Cl", "C", "C", "C", "C", "O", "C", "C", "N", "C", "C", "C", "C", "C", "C", "C", "C", "N", "C", "C", "H", "H", "H", "H", "H", "H", "H", "H", "H", "H", "O", "As", "O", "O", "C", "C", "C", "C", "C", "C", "S", "O", "O", "O", "H", "H", "H", "H", "H", "C", "N", "C", "C", "O", "H", "H", "H", "H", "H", "H", "H"],
  "coordinates": [[0.1463, 0.7767, 0.9141], [7.2703, 0.4305, 0.4899], [5.5643, 0.5861, 0.2400], [5.0700, 1.6585, -0.5060], [3.7167, 1.7966, -0.7335], [2.8249, 0.8751, -0.1928], [1.5227, 0.9660, -0.4427], [3.3208, -0.1987, 0.5713], [2.4456, -1.1816, 1.1326], [1.1570, -1.0981, 1.1769], [0.3379, -2.1523, 1.6643], [0.7586, -3.3158, 2.2413], [-0.1784, -4.2809, 2.6720], [-1.5166, -4.0791, 2.5019], [-1.9769, -2.8846, 1.8984], [-3.3429, -2.6018, 1.6593], [-3.6965, -1.4348, 1.0496], [-2.6988, -0.5031, 0.7131], [-1.4280, -0.7304, 0.9487], [-1.0454, -1.9201, 1.5017], [4.7027, -0.3430, 0.7666], [5.7641, 2.3836, -0.9091], [3.3257, 2.6134, -1.3236], [2.9210, -2.0780, 1.5235], [1.8109, -3.5220, 2.3834], [0.1826, -5.1891, 3.1339], [-2.2372, -4.8210, 2.8194], [-4.0942, -3.3221, 1.9581], [-4.7279, -1.1970, 0.8352], [-2.9383, 0.4422, 0.2489], [5.0873, -1.1734, 1.3452], [1.4936, 1.2503, 4.9232], [0.6132, 1.6300, 3.4735], [1.7005, 1.4062, 2.1574], [-0.2347, 0.2223, 3.0465], [0.0999, 3.3907, 3.9900], [0.5505, 3.8880, 5.2231], [0.2626, 5.2004, 5.5632], [-0.4596, 6.0251, 4.7104], [-0.9258, 5.5444, 3.4856], [-0.6206, 4.2460, 3.2058], [-1.1625, 2.8970, 0.5087], [-1.4778, 1.9531, 1.7261], [0.3464, 2.9958, 0.7306], [-1.1008, 1.6943, -0.5229], [1.7669, 0.3252, 4.9169], [1.1070, 3.2588, 5.9001], [0.6115, 5.5841, 6.5119], [-0.6616, 7.0507, 4.9917], [-1.4937, 6.1712, 2.8114], [0.8167, -3.3742, -2.6018], [-0.1928, -2.5095, -3.1779], [-0.7665, -2.9032, -4.4492], [-0.5825, -1.3916, -2.5449], [-0.1499, -1.0018, -1.4703], [1.6172, -3.5451, -3.3233], [0.3851, -4.3391, -2.3262], [1.2240, -2.8928, -1.7170], [-1.1849, -3.9088, -4.3806], [-0.0092, -2.8961, -5.2352], [-1.5624, -2.2135, -4.7223], [-1.3456, -0.8252, -3.1000]]
}

=====

Entry 2:
{
  "formula": "C25H22AuClN6",
  "method": "ωB97M-V with the def2-TZVPD basis set",
  "total_charge": 2,
  "largest_force_ev_per_a": 1.75,
  "orbital_gap_ha": 0.2085,
  "multiplicity": 1,
  "elements": ["Au", "C", "C", "C", "C", "C", "N", "C", "C", "C", "C", "C", "C", "C", "N", "C", "C", "C", "N", "C", "C", "N", "C", "C", "C", "N", "H", "H", "H", "H", "H", "H", "H", "H", "H", "H", "H", "H", "H", "H", "H", "H", "H", "H", "Cl", "C", "C", "C", "C", "N", "C", "H", "H", "H", "H"],
  "coordinates": [[1.1088, -0.0759, -0.4692], [-3.3674, 5.1793, 0.2454], [-2.6926, 3.8335, 0.2533], [-2.7801, 2.9755, 1.3499], [-2.1399, 1.7562, 1.3415], [-1.4054, 1.3147, 0.2350], [-0.7578, 0.0750, 0.3005], [-1.3341, -1.0726, 0.8590], [-2.6803, -1.3534, 0.5977], [-3.2991, -2.4773, 1.0982], [-2.5886, -3.3982, 1.8688], [-3.2376, -4.6431, 2.4123], [-1.2484, -3.1417, 2.1024], [-0.6248, -1.9995, 1.6222], [0.7400, -1.7711, 2.0056], [1.3905, -2.2881, 3.0651], [2.6740, -1.7912, 3.0869], [2.7484, -0.9501, 1.9877], [1.5768, -0.9410, 1.3475], [-1.3156, 2.1768, -0.8573], [-1.9409, 3.4147, -0.8313], [-0.6517, 1.7888, -2.0704], [-0.8641, 2.2702, -3.3096], [-0.0375, 1.6121, -4.1922], [0.6725, 0.7133, -3.4114], [0.2905, 0.8245, -2.1373], [-4.1711, 5.2197, 0.9766], [-3.7750, 5.4119, -0.7371], [-2.6524, 5.9654, 0.4960], [-3.3349, 3.2802, 2.2274], [-2.1831, 1.1125, 2.2101], [-3.2296, -0.6619, -0.0272], [-4.3406, -2.6593, 0.8685], [-4.3192, -4.5379, 2.4493], [-2.8732, -4.8753, 3.4117], [-3.0103, -5.5001, 1.7752], [-0.6835, -3.8688, 2.6712], [0.8961, -2.9367, 3.7648], [3.4421, -2.0036, 3.8077], [3.5598, -0.3243, 1.6556], [-1.8424, 4.0889, -1.6722], [-1.6177, 3.0122, -3.5014], [0.0285, 1.7588, -5.2547], [1.3952, -0.0301, -3.7034], [5.9785, -2.8923, -1.1209], [5.0999, -1.4707, -1.4910], [5.6625, -0.4473, -2.2358], [4.9038, 0.6859, -2.4823], [3.6194, 0.7630, -1.9891], [3.0782, -0.2415, -1.2774], [3.8053, -1.3440, -1.0321], [6.6717, -0.5401, -2.6143], [5.3093, 1.5113, -3.0495], [3.0090, 1.6403, -2.1443], [3.3382, -2.1474, -0.4813]]
}

=====

Entry 3:
{
  "formula": "C25H22Br2O2",
  "method": "ωB97M-V with the def2-TZVPD basis set",
  "largest_force_ev_per_a": 2.17,
  "orbital_gap_ha": 0.1347,
  "multiplicity": 1,
  "elements": ["Br", "C", "C", "C", "C", "C", "C", "C", "C", "C", "C", "C", "Br", "C", "C", "C", "C", "H", "H", "H", "H", "H", "H", "H", "H", "H", "H", "H", "C", "C", "O", "C", "C", "C", "C", "C", "C", "C", "C", "O", "H", "H", "H", "H", "H", "H", "H", "H", "H", "H", "H"],
  "coordinates": [[-6.7117, 1.3055, 2.8098], [-5.0269, 0.4785, 2.6125], [-4.9508, -0.9155, 2.4486], [-3.7098, -1.5316, 2.3710], [-2.5047, -0.7873, 2.4828], [-1.2688, -1.4885, 2.5774], [-0.0471, -0.8653, 2.7707], [1.1650, -1.4964, 2.5091], [2.3659, -0.7481, 2.2438], [3.2851, -1.1737, 1.2461], [4.3660, -0.3763, 0.8958], [4.5949, 0.8281, 1.5807], [6.1178, 1.8735, 1.1585], [3.7463, 1.2268, 2.6287], [2.6370, 0.4470, 2.9481], [-2.6057, 0.6356, 2.4759], [-3.8556, 1.2551, 2.5470], [-5.8581, -1.5087, 2.4110], [-3.6322, -2.6154, 2.2438], [-1.2903, -2.5758, 2.4431], [-0.0425, 0.1791, 3.0900], [1.1975, -2.5746, 2.3668], [3.0953, -2.1214, 0.7385], [5.0322, -0.6762, 0.0907], [3.9337, 2.1486, 3.1625], [1.9641, 0.7402, 3.7552], [-1.7008, 1.2434, 2.4287], [-3.9353, 2.3336, 2.5790], [-2.2397, -2.9382, 6.8789], [-1.5244, -3.6073, 5.7271], [-0.1479, -3.1454, 5.7626], [0.7264, -3.6605, 4.8466], [2.0509, -3.1118, 5.0637], [3.2362, -3.8033, 4.8684], [3.3226, -4.9470, 4.0031], [4.5681, -5.4354, 3.6168], [5.7485, -4.8294, 4.0933], [5.6773, -3.8031, 5.0548], [4.4491, -3.2918, 5.4446], [0.3622, -4.4185, 3.9416], [-3.3198, -2.9150, 6.7370], [-2.0482, -3.5141, 7.7941], [-1.8840, -1.9130, 7.0217], [-1.5516, -4.6936, 5.8411], [-1.9726, -3.3416, 4.7616], [2.0902, -2.1239, 5.5075], [2.3890, -5.3473, 3.5970], [4.6201, -6.2722, 2.9039], [6.7121, -5.1312, 3.6827], [6.5982, -3.3839, 5.4684], [4.3659, -2.4829, 6.1637]]
}

=====

Entry 4:
{
  "formula": "C25H22Cl21N3O6",
  "method": "ωB97M-V with the def2-TZVPD basis set",
  "largest_force_ev_per_a": 2.53,
  "orbital_gap_ha": 0.3343,
  "smiles": "O=[N+]([O-])c1ccccc1.O=[N+]([O-])c1ccccc1.O=[N+]([O-])c1ccccc1.ClC(Cl)Cl.ClC(Cl)Cl.ClC(Cl)Cl.ClC(Cl)Cl.ClC(Cl)Cl.ClC(Cl)Cl.ClC(Cl)Cl",
  "multiplicity": 1,
  "elements": ["C", "C", "C", "C", "C", "C", "N", "O", "O", "H", "H", "H", "H", "H", "C", "C", "C", "C", "C", "C", "N", "O", "O", "H", "H", "H", "H", "H", "C", "C", "C", "C", "C", "C", "N", "O", "O", "H", "H", "H", "H", "H", "C", "Cl", "Cl", "Cl", "H", "C", "Cl", "Cl", "Cl", "H", "C", "Cl", "Cl", "Cl", "H", "C", "Cl", "Cl", "Cl", "H", "C", "Cl", "Cl", "Cl", "H", "C", "Cl", "Cl", "Cl", "H", "C", "Cl", "Cl", "Cl", "H"],
  "coordinates": [[1.7318, 1.2326, 1.8247], [2.0021, 0.3422, 0.7947], [1.3097, 0.3430, -0.3879], [0.5009, 1.4414, -0.6394], [0.1803, 2.3641, 0.3399], [0.8186, 2.2712, 1.5873], [-0.2244, 1.5503, -1.8996], [-0.4640, 2.6531, -2.3439], [-0.4839, 0.5397, -2.5195], [2.3508, 1.1870, 2.6975], [2.6251, -0.5124, 0.9691], [1.4739, -0.4233, -1.1500], [-0.4618, 3.1699, 0.0603], [0.7037, 2.9581, 2.4334], [-1.2613, -3.1224, -3.7478], [-1.5801, -4.4646, -3.6215], [-0.5419, -5.3733, -3.8973], [0.7236, -4.8969, -4.1661], [1.0460, -3.5378, -4.1392], [0.0235, -2.6195, -3.9731], [1.7922, -5.8362, -4.5018], [1.5647, -6.9823, -4.3016], [2.8325, -5.4025, -4.9152], [-2.0243, -2.3981, -3.5018], [-2.5221, -4.8933, -3.3209], [-0.7198, -6.4492, -3.8785], [2.0628, -3.3161, -4.4236], [0.0998, -1.5475, -3.9846], [-1.4782, 1.0657, 5.1413], [-1.4998, 1.3283, 6.5151], [-2.6890, 1.3146, 7.1918], [-3.8119, 0.9689, 6.5077], [-3.8706, 0.8074, 5.1070], [-2.6520, 0.8598, 4.4381], [-5.0898, 0.8738, 7.2633], [-6.0572, 0.4738, 6.6401], [-5.1183, 1.2685, 8.4092], [-0.5462, 1.1075, 4.6346], [-0.5766, 1.4720, 7.0657], [-2.7700, 1.4858, 8.2535], [-4.8174, 0.4924, 4.6480], [-2.6267, 0.7838, 3.3616], [3.5224, 1.2932, -4.3911], [2.8295, 2.7561, -5.0289], [4.5807, 0.5186, -5.5367], [2.2482, 0.1794, -3.9331], [4.1446, 1.4786, -3.5076], [-1.9317, 5.7341, 3.7811], [-3.1462, 6.9041, 3.1954], [-2.7275, 4.2083, 4.2780], [-1.0181, 6.4333, 5.0842], [-1.2651, 5.5676, 3.0032], [2.0256, -2.7573, 3.6021], [3.4843, -1.7410, 3.5770], [0.5918, -1.7310, 3.3849], [1.9975, -3.6957, 5.0472], [1.9356, -3.3808, 2.6926], [5.7334, -0.2494, -1.0066], [4.6470, -1.3868, -1.7455], [6.0424, -0.7542, 0.6401], [5.0566, 1.3866, -1.0652], [6.7118, -0.2870, -1.5157], [-1.1872, 1.7751, -5.4806], [-0.3664, 2.9012, -6.5112], [-1.3538, 0.2135, -6.2465], [-2.7468, 2.4140, -5.0255], [-0.6632, 1.6206, -4.5504], [-3.0861, 4.4395, -2.1937], [-3.0176, 4.5569, -0.4239], [-2.4423, 5.7916, -3.1114], [-4.7704, 4.1619, -2.7673], [-2.4091, 3.6111, -2.3302], [1.2510, -4.9621, -0.5862], [1.3218, -3.1764, -0.4830], [0.6395, -5.5198, 0.9591], [2.8481, -5.5990, -1.0353], [0.5647, -5.2843, -1.3400]]
}

=====

Entry 5:
{
  "formula": "C25H22Cl3F5IrN4O2S3",
  "method": "ωB97M-V with the def2-TZVPD basis set",
  "total_charge": 1,
  "largest_force_ev_per_a": 0.73,
  "orbital_gap_ha": 0.2415,
  "multiplicity": 1,
  "elements": ["Ir", "Cl", "C", "C", "C", "Cl", "C", "O", "C", "Cl", "C", "H", "H", "C", "C", "N", "C", "C", "S", "C", "C", "S", "C", "N", "C", "H", "H", "H", "H", "H", "H", "H", "H", "C", "N", "C", "C", "O", "N", "C", "C", "H", "H", "H", "H", "H", "H", "H", "H", "H", "H", "H", "H", "F", "C", "C", "F", "C", "F", "C", "S", "C", "F", "C", "F"],
  "coordinates": [[0.2466, -0.3425, 0.0837], [-6.6654, 1.8822, 1.4993], [-5.2463, 1.2239, 0.7488], [-4.0008, 1.6767, 1.1208], [-2.9026, 1.0921, 0.5156], [-1.2837, 1.6114, 0.9061], [-2.9381, 0.0578, -0.4133], [-1.8523, -0.5043, -0.8715], [-4.2427, -0.2968, -0.8146], [-4.4218, -1.4816, -2.0663], [-5.3682, 0.2511, -0.2346], [-3.8930, 2.4655, 1.8530], [-6.3495, -0.0844, -0.5409], [1.5724, -2.5676, -2.4988], [2.4369, -1.9068, -1.4927], [2.0557, -1.2085, -0.4372], [3.1298, -0.8105, 0.3297], [4.3368, -1.1633, -0.1510], [4.1305, -2.0563, -1.5870], [2.7810, -0.1717, 1.5625], [3.5540, 0.0623, 2.6391], [2.5895, 0.6578, 3.9024], [1.1884, 0.5626, 2.9452], [1.4443, 0.1377, 1.7130], [-0.1148, 0.9327, 3.5637], [0.5999, -2.7667, -2.0695], [2.0295, -3.4969, -2.8399], [1.4285, -1.9115, -3.3548], [5.3101, -0.9609, 0.2647], [4.6101, -0.1149, 2.7591], [-0.0270, 0.8942, 4.6486], [-0.8921, 0.2416, 3.2475], [-0.4023, 1.9428, 3.2861], [-0.2789, 2.5864, -2.2091], [-1.0223, 1.5560, -2.9210], [-2.2984, 1.9753, -3.4906], [-0.6090, 0.2789, -2.9228], [0.3235, -0.1097, -2.1393], [-1.1845, -0.5697, -3.8119], [-1.3154, -0.2140, -5.2192], [-1.2734, -1.9967, -3.5442], [0.3278, 3.1776, -2.8979], [0.3745, 2.1419, -1.4684], [-0.9821, 3.2503, -1.7099], [-2.8244, 2.5836, -2.7535], [-2.9114, 1.1073, -3.7134], [-2.1644, 2.5719, -4.3947], [-1.0456, 0.8245, -5.3853], [-2.3360, -0.3765, -5.5713], [-0.6441, -0.8380, -5.8143], [-1.2283, -2.1745, -2.4759], [-0.4890, -2.5546, -4.0630], [-2.2367, -2.3502, -3.9064], [3.6676, -6.1104, 1.2225], [2.6972, -5.2092, 1.2473], [2.6823, -4.2330, 2.2275], [3.6536, -4.1917, 3.1376], [1.6697, -3.2949, 2.2395], [1.7021, -2.3686, 3.2015], [0.6555, -3.2846, 1.2860], [-0.6491, -2.1002, 1.3042], [0.6939, -4.2876, 0.3234], [-0.2399, -4.3432, -0.6267], [1.7012, -5.2341, 0.2884], [1.7330, -6.1508, -0.6750]]
}

=====

Entry 6:
{
  "formula": "C25H22Cl4F2O4",
  "method": "ωB97M-V with the def2-TZVPD basis set",
  "largest_force_ev_per_a": 3.92,
  "orbital_gap_ha": 0.2965,
  "multiplicity": 1,
  "elements": ["F", "C", "C", "C", "C", "C", "C", "H", "H", "H", "H", "H", "F", "C", "C", "C", "C", "C", "C", "H", "H", "H", "H", "H", "C", "C", "C", "C", "C", "C", "O", "O", "H", "H", "H", "H", "H", "H", "C", "C", "C", "C", "C", "C", "O", "O", "H", "H", "H", "H", "H", "H", "C", "Cl", "Cl", "Cl", "Cl"],
  "coordinates": [[-3.5250, -0.8500, 2.0792], [-2.8749, -2.0229, 2.1741], [-2.5377, -2.4826, 3.4402], [-1.9442, -3.7452, 3.5726], [-1.6700, -4.4533, 2.4391], [-1.8762, -3.9825, 1.1040], [-2.3154, -2.6701, 1.0332], [-2.8688, -2.0296, 4.3631], [-1.6562, -4.1303, 4.5396], [-1.1161, -5.3690, 2.5851], [-1.4220, -4.4459, 0.2407], [-2.3934, -2.2108, 0.0588], [4.1335, 2.6168, 1.2964], [4.4557, 1.6511, 2.1868], [5.7617, 1.1383, 2.1507], [6.2016, 0.2737, 3.1616], [5.2977, -0.3028, 4.0912], [4.0043, 0.2174, 4.1019], [3.5836, 1.1288, 3.1670], [6.4956, 1.2519, 1.3666], [7.2148, -0.1002, 3.1579], [5.6975, -1.0878, 4.7160], [3.2469, -0.1316, 4.7881], [2.5717, 1.5002, 3.2358], [-5.2417, -1.8125, -2.8174], [-5.0045, -3.2017, -2.8789], [-3.7382, -3.6099, -3.2585], [-2.6929, -2.7136, -3.1817], [-2.8870, -1.3986, -2.9279], [-4.1601, -0.9312, -2.7868], [-4.4932, 0.3592, -2.6118], [-3.5079, -4.9399, -3.6310], [-6.2147, -1.3445, -2.7913], [-5.8234, -3.8965, -2.7642], [-1.7444, -3.1978, -3.3617], [-2.1383, -0.6267, -2.8280], [-3.8741, 1.0255, -2.9191], [-4.3347, -5.4170, -3.5287], [2.3786, 2.7768, -1.9701], [2.9742, 3.8060, -1.2703], [2.4257, 5.0732, -1.2114], [1.2555, 5.3338, -1.8907], [0.6125, 4.3404, -2.5683], [1.1544, 2.9996, -2.6433], [0.3903, 2.0679, -3.1945], [3.0174, 6.0620, -0.4997], [2.8293, 1.8001, -1.8734], [3.8874, 3.6680, -0.7104], [0.8815, 6.3460, -1.8450], [-0.3043, 4.4527, -3.1280], [0.5586, 1.1862, -2.8543], [3.9623, 5.9110, -0.5770], [-0.5305, 1.2002, 0.6487], [-0.9335, 0.3366, 2.1427], [0.9004, 2.0645, 1.1546], [-0.2606, 0.1168, -0.6678], [-1.8082, 2.3997, 0.1957]]
}